(1)
The following is a DFT calculation (ωB97M-V/def2-TZVPD) of a molecular structure, C8H9HfNS2 in a non-equilibrium geometry.

Properties
Orbital gap (alpha / beta) ... 6.03 / 6.03 eV
Net charge ... +2
E_LUMO (alpha / beta) ... -0.36277 / -0.36279 Ha
ΔE to the lowest compared entry with this formula, charge and spin ... 0.1503 eV
E_HOMO (alpha / beta) ... -0.584 / -0.584 Eh

Structure (XYZ):
```
21
C8H9HfNS2, DFT ωB97M-V/def2-TZVPD
Hf 0.49514 0.35650 -2.33633
C 0.41093 0.03625 -4.42726
H 1.51526 0.18355 -4.42378
H 0.01881 -0.96825 -4.70933
H -0.19156 0.82687 -4.92584
H -1.25055 0.18777 -2.92763
H -1.25619 0.52548 -2.10878
S 0.59074 -2.04711 -2.10511
C 0.21092 -1.60046 -0.47482
N 0.04795 -0.23305 -0.27416
C -0.11645 0.09539 1.08697
C -0.16032 1.40581 1.57498
C -0.10312 1.56275 2.97227
C -0.02698 0.43369 3.81714
C -0.01429 -0.85522 3.29440
C -0.03292 -1.02633 1.91373
S 0.17147 -2.51447 0.96054
H -0.22916 2.22304 0.87079
H -0.12188 2.55635 3.39730
H 0.02231 0.58935 4.89942
H 0.01989 -1.73791 3.92549
```

(2)
The following is a DFT calculation (ωB97M-V/def2-TZVPD) of a molecular structure, C20H10BiN5S2.

Properties
Orbital gap ... 6.81 eV
E_LUMO ... -0.06737 Ha
E_HOMO ... -0.318 Eh

Structure (XYZ):
```
38
C20H10BiN5S2, DFT ωB97M-V/def2-TZVPD
Bi 2.01894 0.23114 -2.24653
S 0.84443 0.90292 -4.44452
C 1.83334 2.31991 -4.80981
C 1.61367 2.80630 -6.13372
N 1.41507 3.15630 -7.21105
C 2.68758 2.96432 -3.98534
S 3.05370 2.58374 -2.29941
C 3.37421 4.12933 -4.44124
N 3.95964 5.06149 -4.77480
N -4.38796 -2.02732 6.01145
C -3.69132 -1.79249 5.12814
C -2.81977 -1.50380 4.02884
C -3.27124 -1.66502 2.71978
C -2.42414 -1.38757 1.66212
C -1.12310 -0.95585 1.89778
C -0.67602 -0.80006 3.20636
C -1.51820 -1.06602 4.27061
C -0.19442 -0.68200 0.76569
C -0.36945 0.53178 0.07360
C -1.33298 1.49745 0.43501
C -1.24647 2.54273 -0.46751
C -0.23698 2.20252 -1.36114
N 0.30203 1.00864 -1.05649
C 0.75210 -1.65312 0.50371
C 0.92146 -2.93178 1.12039
C 1.98697 -3.52661 0.49544
C 2.43925 -2.60176 -0.48067
N 1.71433 -1.49624 -0.47462
H -4.28271 -2.00276 2.54106
H -2.76935 -1.50947 0.64316
H 0.33774 -0.46487 3.38557
H -1.17703 -0.93750 5.28851
H -2.00037 1.40436 1.27611
H -1.83595 3.44393 -0.48557
H 0.11317 2.76770 -2.21129
H 0.31030 -3.33610 1.91210
H 2.40938 -4.49991 0.68539
H 3.27012 -2.71428 -1.16716
```

(3)
The following is a DFT calculation (ωB97M-V/def2-TZVPD) of a gas-phase ion, CCl6P (charge +1).

Properties
Orbital gap ... 10.88 eV
Net charge ... +1
E_LUMO ... -0.17593 Ha
ΔE to the lowest compared entry with this formula, charge and spin ... 0.0000 eV
E_HOMO ... -0.576 Eh

Structure (XYZ):
```
8
CCl6P, DFT ωB97M-V/def2-TZVPD
C 0.16580 0.36538 0.91671
P -0.15037 -0.33138 -0.83152
Cl -0.14859 -0.95695 2.03839
Cl -0.95835 1.70674 1.12317
Cl 1.84920 0.88600 0.94252
Cl 0.17980 1.08368 -2.12838
Cl 1.06393 -1.82477 -1.12906
Cl -2.00142 -0.92870 -0.93183
```

(4)
The following is a DFT calculation (ωB97M-V/def2-TZVPD) of a molecular structure, C35H39FeN4O.

Properties
Orbital gap (alpha / beta) ... 7.15 / 7.17 eV
Multiplicity ... 2
Net charge ... +2
E_LUMO (alpha / beta) ... -0.25119 / -0.25033 Ha
E_HOMO (alpha / beta) ... -0.514 / -0.514 Eh
⟨S²⟩ ... 0.764

Structure (XYZ):
```
80
C35H39FeN4O, DFT ωB97M-V/def2-TZVPD
Fe 0.20181 -0.03876 -0.44944
C 0.13541 -3.01755 1.98965
C -0.93632 -2.07745 2.47433
C -2.07100 -2.57791 3.10324
C -3.02223 -1.72407 3.63905
C -2.82263 -0.35405 3.60078
C -1.69747 0.19152 2.98963
C -1.41992 1.66539 3.10469
C -0.79936 -0.69063 2.38676
N 0.28603 -0.17952 1.58012
C 1.41442 0.11339 2.10540
C 1.73614 0.04486 3.55580
C 2.49575 0.47523 1.11938
C 3.87048 0.77610 1.60062
N 2.13300 0.42143 -0.10917
C 3.13585 0.50167 -1.14494
C 3.82866 -0.67113 -1.44024
C 3.51872 -1.96573 -0.73866
C 4.81761 -0.60594 -2.41466
C 5.09650 0.58580 -3.06405
C 4.37354 1.72892 -2.76226
C 3.36909 1.70460 -1.80213
C 2.54903 2.92652 -1.50346
H -0.28733 -3.98140 1.70873
H 0.85553 -3.20957 2.78947
H 0.70022 -2.63154 1.13864
H -2.20147 -3.65056 3.17835
H -3.90368 -2.12849 4.11841
H -3.53578 0.30976 4.07365
H -2.32535 2.20820 3.37034
H -1.01159 2.10044 2.19597
H -0.69497 1.84904 3.90223
H 0.92366 -0.39378 4.12860
H 1.93926 1.04784 3.93955
H 2.64727 -0.53648 3.70642
H 3.82485 1.46075 2.44845
H 4.48157 1.20202 0.81009
H 4.35683 -0.13646 1.95655
H 2.44394 -2.17028 -0.73284
H 3.86512 -1.96639 0.29862
H 4.00780 -2.79735 -1.24123
H 5.37207 -1.50159 -2.66448
H 5.87411 0.62227 -3.81466
H 4.58367 2.65587 -3.28053
H 2.91136 3.78314 -2.06725
H 2.56745 3.19431 -0.44349
H 1.50932 2.75447 -1.79943
C -2.73165 -3.11066 -0.74376
C -1.50335 -2.44423 -0.78753
N -1.41144 -1.15168 -0.52885
C -2.53714 -0.44949 -0.27580
C -3.80199 -1.02413 -0.21020
C -3.87515 -2.41101 -0.43945
C -4.92784 -0.16679 0.04341
C -4.76911 1.17097 0.16002
C -3.47134 1.78084 0.04477
C -3.23404 3.16739 0.07850
C -1.95105 3.63374 -0.07297
C -0.89922 2.72635 -0.23681
N -1.09597 1.41981 -0.27101
C -2.36449 0.95654 -0.14199
H -2.76319 -4.16935 -0.95783
H -0.58721 -2.96553 -1.03408
H -4.83261 -2.91535 -0.39895
H -5.91213 -0.61066 0.11568
H -5.62584 1.81193 0.32252
H -4.05954 3.85462 0.21571
H -1.73255 4.69185 -0.05892
H 0.12210 3.07217 -0.32102
C -1.12844 0.89704 -3.48289
C 0.06275 -0.03456 -3.43234
C -0.25175 -1.40347 -4.01060
O 0.60018 -0.20648 -2.11154
H -1.45502 1.00169 -4.51699
H -0.87998 1.89263 -3.11262
H -1.96963 0.49371 -2.91400
H 0.89781 0.41314 -3.97971
H -1.06370 -1.87548 -3.45294
H 0.62538 -2.04917 -3.97940
H -0.56986 -1.31329 -5.04898
```

(5)
The following is a DFT calculation (ωB97M-V/def2-TZVPD) of a single C2H5NO molecule in a non-equilibrium geometry.

Properties
Orbital gap ... 10.81 eV
Structure (SMILES) ... CNC=O
E_LUMO ... 0.03563 Ha
ΔE to the lowest compared entry with this formula, charge and spin ... 1.5843 eV
E_HOMO ... -0.361 Eh

Structure (XYZ):
```
9
C2H5NO, DFT ωB97M-V/def2-TZVPD
C -0.50986 -0.30229 1.19815
N -0.34822 -0.57753 -0.19799
C 0.54910 0.41566 -0.77817
O -1.06741 -1.09345 1.96061
H 0.15867 0.41617 1.60083
H -1.01174 -0.92726 -0.84486
H 0.84693 1.20064 -0.23010
H 0.01881 0.99343 -1.57461
H 1.36371 -0.12537 -1.13386
```